Record 1
Entry from the OMol25 dataset: an isolated ion of composition C3H4N and charge +1 (the ωB97M-V functional and the def2-TZVPD basis).

Values from the calculation:
HOMO (alpha / beta): -15.94 / -15.94 eV
ΔE to the lowest compared entry with this formula, charge and spin: 296.94 kJ/mol
Kohn-Sham gap (alpha / beta): 9.17 / 9.17 eV
net charge: +1
calculated total energy: -4652.9015 eV

Structure (XYZ):
```
8
Properties=species:S:1:pos:R:3:forces:R:3:lowdin_charge:R:1
C 0.596 -0.892 0.484 -2.7309 -1.2610 -0.8356 0.243
H -1.718 -1.404 0.528 -0.5743 -0.1391 0.1624 0.138
H 1.692 0.928 -0.554 -0.8158 -0.8653 0.2257 0.161
N -0.494 0.220 -0.428 -0.2554 -0.0604 -2.1527 0.062
H 0.573 1.098 0.968 1.4554 -0.0224 -1.0086 0.166
C 0.868 0.497 0.059 -0.8675 2.6558 2.7259 -0.072
C -0.839 -0.815 0.418 3.8367 0.6441 -0.6777 0.078
H -0.678 0.367 -1.474 -0.0481 -0.9518 1.5606 0.225
```
Positions in Å, forces in eV/Å.

***

Record 2
Entry from the OMol25 dataset: a 2-piece molecular cluster, C4H11NO2 overall (the ωB97M-V functional and the def2-TZVPD basis).

Values from the calculation:
HOMO: -9.44 eV
ΔE to the lowest compared entry with this formula, charge and spin: 201.96 kJ/mol
Kohn-Sham gap: 10.36 eV
calculated total energy: -9910.1487 eV

Structure (XYZ):
```
18
Properties=species:S:1:pos:R:3:forces:R:3:lowdin_charge:R:1
H -0.561 1.872 -2.331 0.2832 0.2302 -0.2288 0.059
C 0.436 0.212 -1.653 0.2482 -0.0333 -0.1280 -0.171
C -1.872 -0.181 1.813 -0.0484 0.2165 -0.0665 -0.366
H 2.655 -1.421 -0.010 -0.2921 0.1445 -0.0026 0.088
H -0.468 -0.157 -1.194 -0.1297 -0.1276 0.1344 0.091
H -2.589 -0.659 1.143 -0.0303 -0.0727 -0.0771 0.108
H -2.328 -0.104 2.801 -0.0158 0.0071 0.1047 0.108
H 2.524 -0.091 -1.910 0.0098 0.0873 -0.0142 0.113
N -0.712 -0.976 1.898 0.0066 -0.5367 0.0777 0.035
C 0.398 1.364 -2.300 -0.6356 -0.1803 0.2896 0.018
H -2.379 1.675 1.357 -0.0389 -0.0244 0.0117 0.069
O 1.851 -0.892 -0.104 0.2060 -0.1404 -0.2065 -0.086
C 1.659 -0.621 -1.504 0.3454 0.0342 0.3984 -0.260
H 1.266 1.797 -2.766 0.1326 0.1554 -0.1181 0.057
O -1.581 1.139 1.317 0.0911 0.0188 0.0005 -0.086
H 1.578 -1.564 -2.042 -0.1876 -0.1804 -0.1435 0.113
H -0.229 -1.131 1.028 0.0378 0.1393 -0.1234 0.038
H -0.047 -0.690 2.595 0.0178 0.2624 0.0918 0.074
```
Positions in Å, forces in eV/Å.

***

Record 3
Entry from the OMol25 dataset: C32H37BrN4O2Tl as an isolated structure (the ωB97M-V functional and the def2-TZVPD basis).

Values from the calculation:
HOMO: -3.17 eV
ΔE to the lowest compared entry with this formula, charge and spin: 48.51 kJ/mol
Kohn-Sham gap: 5.50 eV
net charge: -1
calculated total energy: -118578.3359 eV

Structure (XYZ):
```
77
Properties=species:S:1:pos:R:3:forces:R:3:lowdin_charge:R:1
H -4.332 -1.936 -0.163 -0.0217 0.0094 0.0449 0.061
H -1.000 -1.749 -5.367 -0.0058 0.0079 -0.0233 0.083
C -2.390 0.317 2.997 0.0801 -0.0138 -0.0038 -0.315
O 0.144 -0.710 -2.173 0.1996 -0.0261 -0.4344 -0.067
C -2.938 1.315 2.165 -0.1173 0.2795 -0.1489 -0.325
H 1.694 0.422 -0.908 -0.0600 0.1442 -0.3186 0.042
C 3.129 4.316 1.764 -0.0442 0.0826 -0.0214 -0.713
C -1.114 -0.994 -4.584 0.1588 0.1038 0.0418 -0.043
H 4.078 2.474 2.212 -0.0127 -0.0246 0.0185 0.098
C 3.499 -4.038 0.489 -0.0552 -0.0045 -0.0320 -0.060
H -0.038 1.423 -5.655 -0.0428 0.0274 -0.0157 0.125
N 0.129 -0.268 -4.407 -0.0236 -0.0303 -0.0552 -0.094
C 1.958 4.955 1.309 -0.0036 -0.2147 0.0227 -0.142
H 3.219 0.467 2.105 0.0983 -0.0120 -0.0405 0.122
C 2.193 1.048 -1.638 -0.1561 0.0283 -0.5286 -0.021
H -4.662 0.867 -0.734 0.0134 0.0364 0.0410 0.064
H -5.789 1.337 0.533 0.0422 0.0172 -0.0070 0.066
H -3.299 -3.038 2.922 0.0617 0.0420 0.0344 0.055
N 1.696 0.743 -2.976 0.1169 0.0547 -0.0567 -0.070
Br 4.655 5.363 2.239 -0.0716 -0.0241 0.0032 0.640
H -4.798 -2.636 1.389 -0.0012 0.0254 -0.0255 0.054
N 0.145 -2.488 0.799 0.3823 -0.3291 0.1090 0.053
C -0.620 -3.536 0.676 0.0076 -0.1112 0.0626 -0.141
H -1.657 -2.508 3.301 0.0388 -0.0611 0.0022 0.059
H 0.430 -0.085 -6.441 -0.0365 -0.0196 -0.0609 0.116
H 1.657 -6.016 0.341 -0.0047 0.0092 -0.0015 0.111
H 1.920 6.037 1.262 -0.0157 -0.0120 -0.0018 0.091
H 2.000 2.094 -1.386 0.0088 0.0085 -0.0503 0.098
H -1.549 1.496 4.604 0.0029 -0.0294 -0.0088 0.068
H -1.371 -1.481 -3.650 -0.0038 -0.0090 0.0547 0.082
H 3.944 -5.018 0.360 -0.0312 0.0257 0.0126 0.104
H -1.691 -3.350 0.719 -0.0241 -0.0104 -0.0056 0.103
H -4.454 2.408 0.102 -0.0103 -0.0566 -0.0102 0.057
H -5.745 -1.324 0.689 0.0458 -0.0375 0.0196 0.064
Tl -1.253 -0.166 0.337 -0.3514 0.3160 -0.1141 1.064
C -2.981 -0.919 2.642 0.0280 -0.2483 -0.0968 -0.318
C -2.711 -2.220 3.351 -0.1012 0.0743 -0.1293 -0.074
C 2.029 0.893 -5.384 0.0012 -0.0205 0.0377 -0.166
H -3.092 3.249 3.138 -0.0361 -0.0161 -0.0271 0.070
C -2.615 2.782 2.265 -0.0205 -0.0531 0.0757 -0.061
H 3.271 0.868 -1.594 0.0531 -0.0023 -0.0215 0.097
C 0.573 0.517 -5.542 -0.0415 -0.0701 0.1245 -0.183
H 2.642 -0.011 -5.416 0.0194 0.0052 -0.0310 0.121
H 4.315 -0.766 0.660 0.0025 0.0295 0.0155 0.104
C 3.677 -1.639 0.686 0.1391 0.0246 -0.0541 -0.026
H 3.268 1.751 -3.849 0.0572 0.0387 0.0207 0.119
C -3.850 0.696 1.275 -0.1919 0.0630 0.1590 -0.350
H 5.343 -2.989 0.443 0.0039 0.0270 0.0030 0.098
H -2.970 -2.161 4.415 -0.0102 -0.0180 -0.0120 0.066
H -0.042 4.667 0.620 0.0610 -0.0241 -0.0165 0.111
H 2.340 1.555 -6.193 0.0140 -0.0067 -0.0239 0.112
H -0.802 -5.684 0.412 -0.0131 0.0548 0.0253 0.100
H -0.346 0.551 3.732 -0.0572 0.0214 0.0284 0.066
H -1.444 -0.249 4.855 -0.0068 0.0270 -0.0123 0.061
C 0.627 -0.102 -3.125 0.0118 -0.0002 0.2854 -0.464
C 2.210 1.575 -4.046 -0.0824 -0.0982 0.0797 -0.174
C 1.227 -5.028 0.465 0.1032 -0.0599 -0.0157 -0.029
C -1.382 0.540 4.098 -0.0642 -0.0378 -0.1626 -0.049
O -0.148 2.123 0.599 0.5225 0.1751 -0.0578 -0.185
H -1.537 2.947 2.353 -0.1518 -0.0059 -0.0127 0.052
C 1.491 -2.642 0.732 -0.0556 -0.0798 0.0307 -0.143
H -1.926 -0.317 -4.868 -0.0094 -0.0021 0.0008 0.090
C 0.879 2.753 0.967 -0.4345 0.0121 -0.1121 -0.415
C -4.723 -1.694 0.836 0.0793 0.0772 0.0833 -0.074
C 2.316 -1.471 0.818 -0.1598 0.0262 0.2090 -0.196
C 2.331 0.723 1.509 0.2863 0.2231 0.2430 -0.114
H -2.949 3.327 1.378 0.0445 -0.0218 0.0477 0.062
C 4.266 -2.914 0.535 -0.0065 0.1198 0.0216 -0.088
C -4.729 1.359 0.245 0.1402 -0.0463 0.0895 -0.068
C 0.879 4.198 0.947 0.0325 0.1653 -0.0082 -0.014
C -3.875 -0.687 1.569 -0.1654 -0.0487 0.2044 -0.349
C -0.120 -4.848 0.507 -0.1957 0.0455 -0.0006 -0.048
C 2.090 -3.915 0.569 -0.0542 0.1379 -0.0066 -0.157
C 3.174 2.955 1.854 -0.1223 -0.1622 -0.0464 -0.113
C 2.087 2.144 1.445 0.3071 0.0066 0.2876 -0.140
N 1.701 -0.216 0.914 -0.0871 -0.5809 0.2597 0.053
H 1.714 2.553 -4.050 -0.0032 0.0564 0.0126 0.128
```
Positions in Å, forces in eV/Å.

***

Record 4
Entry from the OMol25 dataset: one molecule with the formula C4H5NOS (the ωB97M-V functional and the def2-TZVPD basis).

Values from the calculation:
HOMO: -9.10 eV
ΔE to the lowest compared entry with this formula, charge and spin: 158.34 kJ/mol
Kohn-Sham gap: 8.76 eV
calculated total energy: -18600.2778 eV

Structure (XYZ):
```
12
Properties=species:S:1:pos:R:3:forces:R:3:lowdin_charge:R:1
C -0.932 1.041 0.345 -4.8470 2.4503 -0.0814 -0.197
C 0.306 1.012 -0.378 2.1208 -1.1446 -1.3008 -0.810
C 1.366 -1.254 -0.536 0.7400 -2.7905 0.7170 -0.225
H -1.796 1.168 -0.425 1.3792 0.3464 1.1967 0.163
H -1.729 -1.102 0.146 1.4278 1.3046 1.5426 0.161
O 1.425 -2.473 -0.247 -0.6822 3.8466 -0.7720 0.006
H 2.297 -0.726 -0.964 -1.6454 -0.3767 0.4388 0.139
H -0.590 -0.649 1.657 -0.2701 -0.4662 -0.5990 0.131
S 1.388 2.049 -1.042 -0.8405 -0.7242 0.5560 0.682
C -0.882 -0.437 0.613 -0.8492 -2.0010 -0.5452 -0.117
H -1.097 1.785 1.149 0.2172 -0.5527 -0.4157 0.132
N 0.245 -0.415 -0.318 3.2494 0.1080 -0.7371 -0.066
```
Positions in Å, forces in eV/Å.